[1]
# C4H3FO

A 2-piece molecular cluster, C4H3FO overall in a non-equilibrium geometry (ωB97M-V/def2-TZVPD, the OMol25 dataset).

Max |F| ... 3.5 eV Å⁻¹
Structure (SMILES) ... C=C=O.C#CF
Molecular weight ... 86.06 g/mol
Energy above the lowest of the compared OMol25 structures with the same formula, charge and spin ... 310.9 kJ/mol

Last column: natural (NBO) charge in e.
Element x y z (Å)
C1 -0.91366 -0.74333 -0.97861  -0.81
C2 -1.50538 -1.57737 -0.20013  0.73
O1 -2.13622 -2.26046 0.51396  -0.46
H1 0.06339 -0.42786 -0.65814  0.27
H2 -1.60617 -0.03829 -1.48898  0.27
C3 1.47872 1.29993 0.08354  -0.45
C4 1.58050 1.20556 1.24314  0.45
F1 1.68318 1.23474 2.46807  -0.24
H3 1.35564 1.30708 -0.98284  0.25

Atoms 1-3, force components in eV/Å:
0.0 1.6 -0.9
-2.2 -1.5 2.0
1.1 0.4 -1.0

[2]
# C31H43As3BrF6HfI2N5O3P2S4

C31H43As3BrF6HfI2N5O3P2S4 as an isolated structure in a non-equilibrium geometry (ωB97M-V/def2-TZVPD, the OMol25 dataset).

Max |F| ... 3.9 eV Å⁻¹
Multiplicity ... 2
Net charge ... +1
Molecular weight ... 1574.89 g/mol
Energy above the lowest of the compared OMol25 structures with the same formula, charge and spin ... 219.5 kJ/mol

Last column: Löwdin charge in e.
Element x y z (Å)
Hf1 0.27239 -0.34951 -0.14146  1.19
S1 -2.77497 -1.13409 4.38058  0.07
As1 -1.32850 -0.15023 3.37986  0.48
S2 -1.17206 2.99569 1.62556  0.17
S3 -1.39843 1.91977 -0.15289  0.00
S4 -2.21794 2.18582 3.09968  0.07
C1 -2.67054 -2.68512 -2.97460  -0.07
N1 -2.18522 -1.53540 -3.72904  -0.28
C2 -2.83164 -1.35600 -5.01642  -0.08
P1 -1.54958 -0.23089 -2.96862  0.53
O1 -0.99969 -0.62078 -1.64312  -0.59
O2 -0.30055 0.23334 -3.88567  -0.24
P2 1.09478 0.85889 -3.29784  0.57
O3 0.99938 0.92991 -1.81525  -0.42
N2 1.05172 2.37699 -3.98928  -0.29
C3 2.22269 3.18174 -3.67790  -0.09
C4 0.57504 2.63723 -5.34297  -0.11
N3 2.31513 -0.06096 -3.89776  -0.27
C5 3.30647 -0.81468 -3.14714  -0.08
C6 2.43526 -0.22979 -5.33734  -0.06
N4 -2.57701 1.07508 -2.90821  -0.32
C7 -2.27202 2.37350 -3.47711  -0.10
C8 -4.00985 0.80838 -2.85217  -0.11
H1 -3.76258 -2.70025 -2.92166  0.10
H2 -2.27068 -2.65293 -1.96290  0.06
H3 -2.33526 -3.60275 -3.46229  0.10
H4 -3.91867 -1.31124 -4.90860  0.09
H5 -2.57910 -2.19992 -5.66074  0.10
H6 -2.47269 -0.43529 -5.47303  0.08
H7 2.60660 2.89957 -2.70124  0.04
H8 1.94002 4.23437 -3.66466  0.11
H9 3.01826 3.03375 -4.41197  0.10
H10 -0.13071 1.87231 -5.66152  0.08
H11 1.40676 2.68897 -6.05236  0.09
H12 0.07963 3.61144 -5.36185  0.10
H13 3.16651 -0.66943 -2.08435  0.05
H14 4.30300 -0.45937 -3.41482  0.09
H15 3.24596 -1.88302 -3.37263  0.09
H16 1.99237 0.61554 -5.85429  0.06
H17 1.94370 -1.14787 -5.67444  0.10
H18 3.49497 -0.28090 -5.59819  0.10
H19 -1.21082 2.58209 -3.36636  0.05
H20 -2.84402 3.12608 -2.93162  0.10
H21 -2.53641 2.42665 -4.53814  0.10
H22 -4.19126 -0.22440 -2.56526  0.07
H23 -4.48973 1.00763 -3.81371  0.10
H24 -4.47428 1.45032 -2.09908  0.09
C9 6.24933 3.20105 -2.82645  -0.08
C10 5.42624 4.15965 -2.26097  -0.08
C11 4.45739 3.79378 -1.34260  -0.13
C12 4.31825 2.46453 -0.95551  -0.42
C13 5.18086 1.51756 -1.49740  -0.14
C14 6.12915 1.87599 -2.43997  -0.08
As2 2.99607 1.80397 0.35757  1.37
C15 4.23229 1.99847 1.89848  -0.38
C16 5.41966 2.71769 1.80036  -0.10
C17 6.27605 2.82123 2.88136  -0.07
C18 5.96525 2.19674 4.07674  -0.08
C19 4.79513 1.46541 4.18420  -0.07
C20 3.93477 1.37098 3.10364  -0.15
C21 2.00163 3.50796 0.59569  -0.38
C22 2.14686 4.28901 1.73749  -0.09
C23 1.39264 5.43663 1.91407  -0.08
C24 0.46489 5.82064 0.95984  -0.11
C25 0.29807 5.04877 -0.17974  -0.14
C26 1.06230 3.90614 -0.35630  -0.22
H25 6.99439 3.48646 -3.55341  0.11
H26 5.54046 5.19690 -2.53522  0.11
H27 3.80630 4.54786 -0.91787  0.11
H28 5.11476 0.48985 -1.15417  0.10
H29 6.77448 1.12506 -2.87219  0.11
H30 5.69018 3.20223 0.87262  0.09
H31 7.19677 3.37698 2.78184  0.11
H32 6.63318 2.27410 4.91986  0.11
H33 4.55768 0.95447 5.10354  0.11
H34 3.01176 0.80373 3.21449  0.05
H35 2.85859 3.99557 2.49736  0.10
H36 1.52577 6.03683 2.80138  0.11
H37 -0.12931 6.71089 1.09781  0.11
H38 -0.43751 5.33098 -0.92354  0.11
H39 0.91199 3.30090 -1.24504  0.06
I1 -2.75837 0.04242 0.41998  0.48
I2 -4.66046 -1.96512 1.16298  -0.07
Br1 -0.53562 -6.64863 0.40925  0.79
C27 0.06606 -5.20292 -0.64169  -0.65
C28 0.89916 -5.41901 -1.73088  -0.09
C29 1.26615 -4.32091 -2.49163  -0.03
C30 0.81420 -3.06858 -2.11268  -0.15
N5 0.04793 -2.85899 -1.04616  -0.02
C31 -0.34211 -3.90995 -0.33631  -0.18
H40 1.23569 -6.41680 -1.97327  0.11
H41 1.90168 -4.44103 -3.35549  0.11
H42 1.05494 -2.18142 -2.68779  0.08
H43 -1.00073 -3.72476 0.50207  0.11
F1 0.60040 0.74865 1.38314  -0.66
As3 2.15251 -1.50906 2.08340  1.22
F2 3.46838 -2.30926 2.92330  -0.35
F3 1.98504 -1.04321 -0.47943  -0.48
F4 1.81356 -2.96692 1.26255  -0.32
F5 -0.34504 -1.56023 1.17473  -0.57
F6 1.08338 -1.86244 3.43918  -0.41

Atoms 1-3, force components in eV/Å:
0.1 0.4 -1.1
0.7 0.6 -0.6
-0.7 -0.7 0.7

[3]
# C36H45N9

C36H45N9 as an isolated structure in a non-equilibrium geometry (ωB97M-V/def2-TZVPD, the OMol25 dataset).

Max |F| ... 14.2 eV Å⁻¹
Molecular weight ... 603.82 g/mol
Energy above the lowest of the compared OMol25 structures with the same formula, charge and spin ... 1557.7 kJ/mol

Last column: Löwdin charge in e.
Element x y z (Å)
N1 -0.40125 -4.54091 -1.98923  -0.08
C1 -0.15579 -4.95046 -3.31059  -0.15
C2 -0.58449 -3.99895 -4.18372  -0.05
C3 -1.21122 -2.94278 -3.27793  -0.08
C4 -0.97997 -3.28818 -1.97491  -0.20
H1 -0.30329 -5.03251 -0.98203  0.21
H2 0.54528 -5.79312 -3.52634  0.13
H3 -0.41038 -3.86343 -5.06596  -0.01
H4 -1.65770 -1.96808 -3.62067  0.09
H5 -1.49388 -3.01017 -0.75533  0.17
N2 2.05625 -2.82290 -2.30471  0.02
C5 2.68361 -2.10322 -1.30692  -0.12
C6 3.56585 -1.39520 -1.98066  -0.08
C7 3.59605 -1.80990 -3.47666  -0.04
C8 2.47378 -2.51827 -3.60043  -0.13
H6 1.19355 -3.30644 -2.09219  0.07
H7 2.50964 -2.17878 -0.40335  0.03
H8 4.14927 -0.62420 -1.51484  0.07
H9 4.20543 -1.40309 -4.09317  0.01
H10 1.82329 -2.92798 -4.41363  0.11
N3 0.38416 -0.59232 1.42625  0.02
C9 0.19351 -1.90508 1.89533  -0.15
C10 1.25973 -2.20150 2.62958  -0.11
C11 1.94810 -0.95855 2.92759  -0.06
C12 1.45793 0.10296 2.09327  0.00
H11 -0.26834 -0.26994 0.64759  0.09
H12 -0.74190 -2.30702 1.51581  0.09
H13 1.42404 -3.16402 2.96848  0.07
H14 2.66779 -1.01656 3.54996  0.01
H15 1.65608 0.96013 1.82287  -0.01
N4 -2.22420 -0.21104 -6.52630  -0.07
C13 -1.04707 -0.79619 -6.62696  -0.20
C14 -0.35295 -0.42889 -5.51350  -0.07
C15 -1.24749 0.54722 -4.59400  -0.03
C16 -2.36724 0.66225 -5.42725  -0.14
H16 -2.80395 0.13189 -7.34607  0.17
H17 -0.82863 -1.29069 -7.63845  0.14
H18 0.65306 -0.62707 -5.21217  0.06
H19 -1.09042 0.92427 -3.66407  0.01
H20 -3.36197 1.19065 -5.11181  0.14
N5 -1.00445 -0.18655 4.36818  0.02
C17 -1.59274 0.98248 4.02091  -0.19
C18 -2.43581 1.17710 4.97615  -0.12
C19 -2.40162 0.02575 5.96904  -0.09
C20 -1.43061 -0.75924 5.55531  -0.14
H21 -0.36566 -0.56814 3.74163  0.05
H22 -1.27434 1.52891 3.15337  0.10
H23 -2.92334 2.29713 5.07851  0.14
H24 -2.63135 -0.13973 6.99908  0.08
H25 -1.05771 -1.64457 5.93305  0.09
N6 -3.78831 -4.00521 2.48306  -0.01
C21 -3.76853 -3.98471 1.18076  -0.25
C22 -3.62420 -2.71294 0.72851  -0.08
C23 -3.29614 -1.84833 2.04557  -0.04
C24 -3.51799 -2.74195 3.03508  -0.11
H26 -3.70204 -4.87366 2.99822  0.15
H27 -3.67791 -4.97629 0.60613  0.15
H28 -3.67526 -2.20871 -0.40775  0.14
H29 -3.19976 -0.90875 2.34401  0.02
H30 -3.32736 -2.66379 4.01238  0.06
N7 2.38878 4.85020 3.72059  -0.03
C25 2.66979 6.22318 3.45056  -0.11
C26 1.55808 6.65748 2.80442  -0.08
C27 0.51510 5.48274 2.87826  -0.08
C28 1.16825 4.43054 3.39079  -0.20
H31 3.18101 4.15725 4.12169  0.21
H32 3.58975 6.64409 3.81557  0.10
H33 1.28171 7.55045 2.20657  0.09
H34 -0.41107 5.25000 2.34048  0.09
H35 0.90861 3.61554 3.70480  0.03
N8 0.28117 1.49592 -0.70588  0.00
C29 -0.73584 1.90660 0.11952  -0.23
C30 -1.82673 1.16775 -0.05003  -0.08
C31 -1.38988 0.13025 -1.13524  -0.11
C32 -0.12991 0.39224 -1.49170  -0.15
H36 1.24395 2.10099 -0.82606  0.12
H37 -0.70739 2.89161 0.89018  0.17
H38 -2.78876 1.03181 0.45998  0.10
H39 -1.99751 -0.54527 -1.51769  0.02
H40 0.61059 -0.22168 -2.13978  0.15
N9 1.94586 4.05152 -1.09728  -0.06
C33 2.24071 4.40980 0.11839  -0.14
C34 3.04941 3.33652 0.64535  -0.06
C35 3.41819 2.48232 -0.50505  -0.05
C36 2.57147 2.94440 -1.57964  -0.19
H41 1.08406 4.64173 -1.65963  0.27
H42 1.89784 5.03609 0.82361  0.04
H43 3.53205 3.44626 1.67406  0.10
H44 4.14584 1.81188 -0.58532  0.03
H45 2.48578 2.56709 -2.63562  0.14

Atoms 1-3, force components in eV/Å:
0.4 -1.5 2.7
1.4 -1.0 0.6
-3.1 0.9 12.6

[4]
# C7Cl4O2S3Y

C7Cl4O2S3Y as an isolated structure (ωB97M-V/def2-TZVPD, the OMol25 dataset).

Max |F| ... 0.8 eV Å⁻¹
Energy ... -94998.5493 eV
Net charge ... -1
Molecular weight ... 442.99 g/mol

Last column: natural (NBO) charge in e.
Element x y z (Å)
Y1 -0.25533 -1.38398 -2.13353  1.96
Cl1 1.69406 1.91959 3.59779  0.01
C1 1.13133 1.58681 2.00259  -0.10
C2 0.70478 2.62143 1.18747  -0.11
Cl2 0.73175 4.24551 1.76590  0.01
C3 0.25843 2.35476 -0.10617  -0.15
Cl3 -0.24138 3.64301 -1.13531  0.01
C4 0.22447 1.05218 -0.59883  0.31
O1 -0.15034 0.73989 -1.82052  -0.89
C5 0.64500 -0.01813 0.25201  0.24
O2 0.62363 -1.23435 -0.25464  -0.85
C6 1.10993 0.27248 1.53535  -0.13
Cl4 1.65329 -1.01800 2.53885  0.02
S1 -2.92696 -4.98124 -1.13130  -0.10
C7 -2.04806 -3.71988 -1.69008  -0.51
S2 -0.50142 -4.00803 -2.49391  -0.40
S3 -2.65318 -2.07204 -1.51565  -0.34

Atoms 1-3, force components in eV/Å:
-0.6 -0.6 -0.1
0.1 0.0 0.2
0.0 0.1 0.0

[5]
# C18H35AuN3O11P2

C18H35AuN3O11P2 as an isolated structure in a non-equilibrium geometry (ωB97M-V/def2-TZVPD, the OMol25 dataset).

Max |F| ... 2.1 eV Å⁻¹
Energy ... -68490.2807 eV
Multiplicity ... 3
Net charge ... +1
Molecular weight ... 728.40 g/mol

Last column: natural (NBO) charge in e.
Element x y z (Å)
Au1 0.13886 -0.05678 -0.24998  1.63
C1 2.29187 3.49157 4.62923  -0.64
C2 1.12021 2.53524 4.76407  0.12
C3 -0.17374 3.24621 5.10188  -0.65
O1 0.97347 1.75182 3.56065  -0.82
P1 0.43404 2.12292 2.15303  2.47
O2 1.09746 1.12703 1.25114  -1.13
C4 -1.40016 2.05656 2.04086  -1.25
P2 -1.89717 0.32227 2.29838  2.46
O3 -1.34431 -0.61105 1.28004  -1.11
O4 -1.36691 0.06387 3.75911  -0.84
C5 -1.02191 -1.28708 4.18919  0.10
C6 -1.72974 -1.53664 5.50810  -0.62
C7 0.48714 -1.38856 4.31150  -0.62
O5 -3.44007 0.08316 2.20027  -0.81
C8 -4.60878 0.73852 2.72047  0.12
C9 -4.41536 1.20460 4.15062  -0.63
C10 -5.02034 1.86263 1.78313  -0.63
O6 0.89298 3.61033 1.93004  -0.83
C11 0.76603 4.51001 0.80674  0.12
C12 -0.59633 5.18668 0.80494  -0.63
C13 1.06749 3.82017 -0.51103  -0.65
H1 2.54635 3.92246 5.59277  0.23
H2 2.04451 4.29479 3.94307  0.22
H3 3.15291 2.95200 4.24872  0.23
H4 1.34600 1.77424 5.51965  0.20
H5 -0.36329 4.01165 4.35270  0.21
H6 -0.09397 3.72333 6.07556  0.24
H7 -0.99218 2.52980 5.12297  0.22
H8 -1.70074 2.32016 1.02562  0.31
H9 -1.85753 2.72242 2.76810  0.30
H10 -1.36409 -1.98851 3.42081  0.22
H11 -1.43732 -0.78283 6.23602  0.21
H12 -1.45833 -2.51934 5.88221  0.23
H13 -2.80859 -1.49509 5.38177  0.21
H14 0.85876 -0.75354 5.11156  0.20
H15 0.94504 -1.08013 3.37650  0.22
H16 0.75514 -2.42245 4.50676  0.24
H17 -5.37010 -0.04931 2.68942  0.21
H18 -3.62603 1.95275 4.20199  0.19
H19 -4.14566 0.36657 4.78865  0.23
H20 -5.34401 1.63831 4.51368  0.24
H21 -4.32842 2.69989 1.84665  0.20
H22 -6.01983 2.20134 2.04425  0.23
H23 -5.02950 1.49374 0.76104  0.23
H24 1.53678 5.25959 1.02511  0.20
H25 -1.38476 4.49494 0.52106  0.20
H26 -0.58079 6.00126 0.08661  0.24
H27 -0.81745 5.60815 1.78226  0.22
H28 0.28029 3.11170 -0.76381  0.21
H29 2.01445 3.29109 -0.44106  0.23
H30 1.13802 4.55746 -1.30850  0.24
O7 -2.53085 0.84485 -2.88254  -0.30
N1 -1.71279 0.62576 -2.06147  0.73
O8 -1.03594 -0.44231 -2.05699  -0.47
O9 -1.43795 1.42816 -1.13929  -0.54
C14 4.45392 -1.93235 -1.46008  -0.41
N2 3.33310 -2.40301 -0.67905  -0.40
C15 3.28980 -3.62323 -0.07891  0.07
C16 2.24648 -4.00897 0.67371  -0.35
C17 1.10436 -3.11246 0.91920  0.62
O10 0.20182 -3.38037 1.66977  -0.57
N3 1.22247 -1.95760 0.20306  -0.58
C18 2.25236 -1.59502 -0.55314  0.75
O11 2.17452 -0.48156 -1.12498  -0.63
H31 5.31912 -2.56433 -1.28497  0.22
H32 4.67833 -0.90785 -1.16444  0.23
H33 4.19117 -1.93723 -2.51801  0.22
H34 4.14939 -4.25863 -0.24122  0.23
H35 2.18603 -4.97953 1.13686  0.25

Atoms 1-3, force components in eV/Å:
0.0 -1.0 0.1
-0.1 -0.3 -0.1
0.1 0.4 0.7

[6]
# C6H7N3O

One molecule with the formula C6H7N3O in a non-equilibrium geometry (ωB97M-V/def2-TZVPD, the OMol25 dataset).

Max |F| ... 4.4 eV Å⁻¹
Structure (SMILES) ... Cc1c(C#N)[nH]n(C)c1=O
Molecular weight ... 137.14 g/mol
Energy above the lowest of the compared OMol25 structures with the same formula, charge and spin ... 150.4 kJ/mol

Last column: natural (NBO) charge in e.
Element x y z (Å)
C1 -1.06144 -2.29031 -0.24210  -0.65
C2 -0.49996 -0.91736 -0.05502  -0.06
C3 -1.10450 0.20952 0.37922  0.02
C4 -2.43333 0.32823 0.74065  0.24
N1 -3.51776 0.61030 0.98202  -0.26
N2 -0.29588 1.35449 0.30086  -0.38
N3 0.97877 0.73929 0.09518  -0.25
C5 2.00457 1.70045 -0.35448  -0.42
C6 0.95729 -0.58402 -0.21320  0.61
O1 1.93904 -1.22957 -0.46639  -0.60
H1 -2.07628 -2.37127 -0.57127  0.23
H2 -1.02764 -2.73462 0.79055  0.24
H3 -0.44409 -2.76655 -0.97304  0.24
H4 -0.38086 2.03356 1.04356  0.40
H5 1.67421 2.57630 -0.78809  0.21
H6 2.71585 2.05136 0.46520  0.20
H7 2.57202 1.29019 -1.13364  0.23

Atoms 1-3, force components in eV/Å:
0.5 0.5 1.8
0.3 0.1 0.1
1.2 -0.4 -1.0

Q: The lowest molecular weight belongs to which entry?
A: C4H3FO

Q: Number 6 is which compound?
A: C6H7N3O

Q: What is the formula in the sixth record?
A: C6H7N3O